Below is a molecular structure, C5H15N2 in a non-equilibrium geometry, with properties calculated with ωB97M-V/def2-TZVPD.

As for the LUMO energy: -2.7 eV. The value obtained for the total energy is -8402.31402 eV. Its multiplicity is 1. The value obtained for the energy relative to the best compared isomer or geometry (same formula, charge and spin) is 8.4 kcal per mole. For the HOMO-LUMO gap, the calculation gives 0.4289 Eh. Its charge is +1.

Atoms and positions in Å:
C (-1.585, 0.057, 2.109)
C (-0.399, 0.404, 1.246)
C (0.275, -0.866, 0.702)
C (1.474, -0.630, -0.216)
C (0.363, -0.308, -2.463)
N (1.098, 0.295, -1.338)
N (-0.718, 1.298, 0.073)
H (-2.357, 0.812, 2.180)
H (-1.984, -0.901, 1.827)
H (-1.272, -0.089, 3.144)
H (0.423, 0.925, 1.749)
H (0.663, -1.405, 1.569)
H (-0.389, -1.612, 0.260)
H (1.910, -1.522, -0.648)
H (2.244, -0.121, 0.366)
H (-0.069, -1.251, -2.130)
H (1.003, -0.499, -3.315)
H (-0.458, 0.344, -2.769)
H (0.314, 1.006, -0.691)
H (1.884, 0.858, -1.642)
H (-1.546, 0.956, -0.406)
H (-0.874, 2.248, 0.391)